[1]
The following is a quantum chemistry calculation of a single C4H7NO molecule, from the OMol25 dataset.

Results
- Structure (SMILES): CC(=O)[C@H]1CN1
- Energy relative to the best compared isomer or geometry (same formula, charge and spin): 43.96 kcal/mol
- HOMO-LUMO gap: 10.62 eV

Structure (ORCA input):
```
! wB97M-V def2-TZVPD RIJCOSX def2/J DEFGRID3
* xyz 0 1
C 1.887 0.098 0.118
C 0.511 0.330 0.703
O 0.264 1.222 1.485
C -0.550 -0.586 0.143
C -1.909 -0.073 -0.088
N -0.992 -0.269 -1.219
H 1.873 0.331 -0.955
H 2.169 -0.958 0.203
H 2.622 0.732 0.612
H -0.391 -1.650 0.320
H -2.121 0.945 0.228
H -2.755 -0.755 -0.054
H -0.607 0.633 -1.496
*
```

Löwdin atomic charge list, values in e, 6 entries:
1. C -0.01
2. C -0.42
3. O 0.09
4. C -0.28
5. C -0.13
6. N 0.03

=====

[2]
The following is a quantum chemistry calculation of a molecular structure, C28H35CuF3N4P2 in a non-equilibrium geometry, from the OMol25 dataset.

Results
- Expectation value of S²: 0.846
- HOMO-LUMO gap (alpha / beta): 5.10 / 5.66 eV

Structure (ORCA input):
```
! wB97M-V def2-TZVPD RIJCOSX def2/J DEFGRID3
* xyz 0 2
Cu -1.074 -1.175 0.519
C 0.390 -2.757 1.163
C 1.311 -1.928 0.609
C 2.299 -2.450 -0.435
C 1.620 -3.113 -1.667
C 0.314 -2.480 -1.993
C -0.837 -2.527 -1.221
C -1.181 -3.769 -0.349
C -0.043 -4.104 0.557
C -1.920 1.655 -0.743
H -0.002 -2.627 2.199
H 1.653 -1.114 1.247
H 3.013 -3.127 0.038
H 2.936 -1.674 -0.843
H 2.358 -3.148 -2.511
H 1.515 -4.186 -1.493
H 0.450 -1.910 -2.938
H -1.743 -1.989 -1.578
H -1.450 -4.685 -0.958
H -2.043 -3.432 0.293
H -0.268 -4.838 1.357
H 0.823 -4.521 0.039
H -2.362 0.869 0.053
H -2.708 1.729 -1.568
H -1.772 2.665 -0.244
P -0.536 1.014 -1.495
P 0.383 0.976 1.797
N -1.446 0.191 -2.793
N -0.014 2.543 -2.456
N 0.233 -0.370 3.104
N 1.167 2.154 2.839
C 1.268 0.433 -1.041
C 1.747 0.826 0.359
C -2.659 -0.482 -2.504
C -2.983 -1.281 -3.589
C -1.917 -1.186 -4.533
C -0.975 -0.268 -4.046
C -1.005 3.318 -3.087
C -0.397 4.121 -4.059
C 1.005 3.923 -3.940
C 1.205 3.006 -2.916
C -1.060 -0.968 2.980
C -1.264 -1.890 4.032
C -0.073 -1.835 4.824
C 0.819 -0.934 4.256
C 2.232 2.099 3.761
C 2.523 3.415 4.108
C 1.714 4.307 3.342
C 0.916 3.514 2.544
H 1.997 0.878 -1.740
H 1.397 -0.664 -1.171
H 2.531 0.088 0.597
H 2.357 1.729 0.371
H -3.207 -0.294 -1.587
H -3.929 -1.785 -3.732
H -1.834 -1.759 -5.446
H -0.089 0.196 -4.511
H -2.038 3.220 -2.768
H -0.932 4.681 -4.820
H 1.755 4.266 -4.640
H 2.120 2.610 -2.522
H -1.890 -0.695 2.295
H -2.136 -2.549 4.125
H 0.061 -2.423 5.725
H 1.787 -0.653 4.648
H 2.738 1.176 4.078
H 3.304 3.714 4.783
H 1.709 5.381 3.382
H 0.264 3.808 1.764
F -2.952 1.014 2.053
C -1.685 1.614 2.325
F -1.904 2.914 2.068
F -1.583 1.543 3.705
*
```

Löwdin atomic charge list, values in e, 6 entries:
1. Cu 0.28
2. C -0.14
3. C -0.16
4. C -0.16
5. C -0.20
6. C -0.11

=====

[3]
The following is a quantum chemistry calculation of 2 unconnected molecules or ions with the total composition C2H10NS in a non-equilibrium geometry, from the OMol25 dataset.

Results
- Energy relative to the best compared isomer or geometry (same formula, charge and spin): 8.99 kcal/mol
- HOMO-LUMO gap: 8.84 eV

Structure (ORCA input):
```
! wB97M-V def2-TZVPD RIJCOSX def2/J DEFGRID3
* xyz 1 1
N -1.374 -1.957 1.300
H -2.263 -1.898 1.802
H -1.467 -2.574 0.496
H -0.688 -2.283 1.981
H -1.100 -0.979 1.008
C 0.729 -0.092 -1.712
S -0.009 0.421 -0.135
C 1.035 1.803 0.347
H 0.216 0.150 -2.641
H 1.677 0.430 -1.770
H 0.929 -1.147 -1.687
H 1.557 2.303 -0.446
H 1.719 1.520 1.144
H 0.345 2.503 0.811
*
```

Löwdin atomic charge list, values in e, 6 entries:
1. N 0.27
2. H 0.15
3. H 0.15
4. H 0.15
5. H -0.01
6. C -0.37

=====

[4]
The following is a quantum chemistry calculation of a molecular structure, C44H48F2NP2S2Si2TeW in a non-equilibrium geometry, from the OMol25 dataset.

Results
- Energy relative to the best compared isomer or geometry (same formula, charge and spin): 10.06 kcal/mol
- HOMO-LUMO gap: 6.57 eV

Structure (ORCA input):
```
! wB97M-V def2-TZVPD RIJCOSX def2/J DEFGRID3
* xyz 3 1
W -0.123 2.168 -0.847
S 1.894 2.839 -1.263
P 1.123 -0.462 0.992
C 0.099 0.893 0.666
P -0.778 2.085 1.526
S -0.806 4.548 -0.793
C 0.089 3.160 2.660
C -0.627 4.056 3.456
C 0.057 4.964 4.250
C 1.445 4.980 4.249
C 2.157 4.096 3.447
C 1.485 3.191 2.644
C -2.351 1.545 2.205
C -2.498 1.402 3.584
C -3.677 0.880 4.098
C -4.701 0.498 3.244
C -4.551 0.629 1.867
C -3.379 1.152 1.346
C 0.336 -1.658 2.040
C 1.070 -2.623 2.739
C 0.401 -3.546 3.524
C -0.986 -3.519 3.608
C -1.717 -2.566 2.907
C -1.063 -1.635 2.119
C 2.788 -0.094 1.489
C 3.754 0.254 0.542
C 5.013 0.645 0.964
C 5.305 0.694 2.322
C 4.338 0.365 3.265
C 3.074 -0.028 2.857
H -1.711 4.045 3.469
H -0.494 5.658 4.869
H 1.974 5.689 4.871
H 3.239 4.120 3.442
H 2.040 2.525 1.994
H -1.700 1.692 4.257
H -3.794 0.779 5.169
H -5.623 0.103 3.650
H -5.353 0.333 1.204
H -3.262 1.242 0.272
H 2.149 -2.653 2.676
H 0.963 -4.289 4.074
H -1.500 -4.243 4.226
H -2.797 -2.543 2.981
H -1.631 -0.885 1.584
H 3.530 0.228 -0.516
H 5.768 0.912 0.237
H 6.292 0.993 2.648
H 4.569 0.410 4.321
H 2.321 -0.271 3.595
F -4.048 5.808 0.263
C -3.643 4.930 -0.627
C -2.548 4.063 -0.205
C -2.071 3.087 -1.174
C -2.682 3.007 -2.468
C -3.751 3.816 -2.727
F -4.370 3.768 -3.891
C -4.246 4.798 -1.819
C -1.920 2.224 -3.438
C -2.302 1.995 -4.758
C -1.403 1.440 -5.644
C -0.119 1.135 -5.206
C 0.185 1.334 -3.884
N -0.698 1.829 -2.987
H -2.518 3.865 0.860
H -5.086 5.417 -2.108
H -3.286 2.286 -5.088
H -1.685 1.283 -6.677
H 0.638 0.764 -5.882
H 1.179 1.143 -3.512
C -1.246 -2.654 -4.046
Si -1.791 -2.865 -2.281
C -2.719 -1.340 -1.705
C -2.696 -4.441 -1.946
C -0.180 -2.924 -1.228
Te 0.919 -1.117 -1.429
C 2.716 -1.807 -2.307
Si 3.704 -3.315 -1.579
C 5.481 -2.840 -1.779
C 3.283 -3.498 0.229
C 3.198 -4.787 -2.586
H -2.105 -2.599 -4.719
H -0.631 -3.494 -4.378
H -0.672 -1.733 -4.184
H -3.688 -1.260 -2.204
H -2.156 -0.432 -1.946
H -2.907 -1.360 -0.629
H -3.628 -4.472 -2.515
H -2.951 -4.543 -0.889
H -2.105 -5.311 -2.238
H 0.513 -3.711 -1.528
H -0.388 -3.035 -0.161
H 3.341 -0.917 -2.400
H 2.375 -2.061 -3.318
H 5.719 -1.969 -1.164
H 5.749 -2.622 -2.813
H 6.121 -3.661 -1.445
H 3.667 -2.641 0.790
H 3.781 -4.392 0.613
H 2.217 -3.621 0.438
H 3.407 -4.628 -3.646
H 2.137 -5.028 -2.485
H 3.758 -5.672 -2.275
*
```

Löwdin atomic charge list, values in e, 6 entries:
1. W 0.84
2. S 0.23
3. P 0.82
4. C -0.82
5. P 0.89
6. S 0.88

=====

[5]
The following is a quantum chemistry calculation of a molecular structure, C8H16ClN2Sr in a non-equilibrium geometry, from the OMol25 dataset.

Results
- Energy relative to the best compared isomer or geometry (same formula, charge and spin): 0.00 kcal/mol
- HOMO-LUMO gap: 3.72 eV

Structure (ORCA input):
```
! wB97M-V def2-TZVPD RIJCOSX def2/J DEFGRID3
* xyz -1 1
C -0.629 -0.019 -2.729
Sr 0.501 1.226 -0.862
N 0.990 2.876 0.961
N 0.874 3.001 -2.672
H 1.870 2.394 1.193
H -1.885 1.873 -0.707
H -1.344 -0.630 -2.120
H 0.421 -0.427 -2.844
H -1.000 0.775 -3.423
H 1.882 3.150 -2.636
H 0.348 3.877 -2.537
H 0.594 2.541 -3.554
H 1.069 3.827 0.589
H 0.214 2.700 1.620
Cl 0.781 -3.717 -0.535
C -0.042 -2.832 0.674
C -1.024 -3.458 1.419
C -1.711 -2.746 2.415
C -1.395 -1.406 2.657
C -0.414 -0.761 1.924
C 0.328 -1.467 0.919
C 1.433 -0.860 0.255
H -1.255 -4.498 1.221
H -2.485 -3.252 2.990
H -1.935 -0.865 3.436
H -0.163 0.286 2.144
H 2.145 -0.276 0.868
H 1.831 -1.311 -0.667
*
```

Löwdin atomic charge list, values in e, 6 entries:
1. C -0.45
2. Sr 0.84
3. N -0.11
4. N -0.08
5. H 0.03
6. H -0.22

=====

[6]
The following is a quantum chemistry calculation of a molecular structure, C2H3BaFO, from the OMol25 dataset.

Results
- Expectation value of S²: 0.750
- Energy relative to the best compared isomer or geometry (same formula, charge and spin): 5.02 kcal/mol
- HOMO-LUMO gap (alpha / beta): 7.32 / 7.39 eV

Structure (ORCA input):
```
! wB97M-V def2-TZVPD RIJCOSX def2/J DEFGRID3
* xyz 1 2
H -2.214 1.317 2.024
O 1.165 -1.349 -0.064
C -0.072 -0.929 -0.219
C -0.384 0.367 -0.379
H -0.888 -1.661 -0.196
H -1.300 0.879 -0.646
F 0.748 1.232 -0.380
Ba 2.945 0.144 -0.141
*
```

Löwdin atomic charge list, values in e, 6 entries:
1. H 0.06
2. O -0.53
3. C -0.34
4. C -0.14
5. H 0.13
6. H 0.10